Record 1
Here is a structure of composition C63H69Ge2N5O4S2Y at a distorted geometry from the Open Molecules 2025 dataset. Energies are from wB97M-V/def2-TZVPD.

* E_LUMO (alpha / beta): 3.498 / 3.176 eV
* orbital gap (alpha / beta): 5.07 / 4.74 eV
* strongest force on any atom: 2.8 eV/A
* energy relative to the best compared isomer or geometry (same formula, charge and spin): 195.6 kJ/mol

```
! wB97M-V def2-TZVPD RIJCOSX def2/J DEFGRID3
* xyz -2 2
Y -0.13 -0.70 0.04
C -0.32 -3.99 2.28
O 0.37 -2.78 2.03
C 1.15 -2.32 3.05
C 1.10 -2.82 4.34
C 1.95 -2.35 5.33
C 2.90 -1.40 5.03
C 2.96 -0.89 3.75
C 2.08 -1.29 2.74
N 2.07 -0.69 1.49
N 3.07 0.15 1.40
C 3.41 0.86 0.33
C 2.91 0.67 -1.00
O 1.85 0.01 -1.24
C 3.69 1.24 -2.07
C 4.68 2.15 -1.84
C 5.03 2.54 -0.52
C 5.95 3.56 -0.27
C 6.28 3.92 1.02
C 5.67 3.27 2.09
C 4.76 2.27 1.87
C 4.41 1.87 0.57
H 0.38 -4.78 2.60
H -0.76 -4.29 1.33
H -1.11 -3.85 3.02
H 0.39 -3.58 4.61
H 1.86 -2.74 6.34
H 3.60 -1.06 5.78
H 3.70 -0.14 3.50
H 3.40 0.98 -3.08
H 5.20 2.62 -2.66
H 6.39 4.08 -1.11
H 7.01 4.70 1.20
H 5.92 3.56 3.10
H 4.27 1.78 2.70
S -1.57 -3.01 -0.82
C -0.54 -4.36 -1.18
C -1.14 -5.57 -1.52
C -0.40 -6.71 -1.73
C 0.99 -6.65 -1.59
C 1.60 -5.46 -1.30
C 0.87 -4.28 -1.11
S 1.71 -2.79 -0.84
H -2.22 -5.58 -1.60
H -0.88 -7.64 -1.99
H 1.58 -7.56 -1.71
H 2.68 -5.41 -1.21
C -4.44 0.91 -1.23
C -3.17 0.70 -0.38
O -3.14 1.25 0.71
O -2.23 0.01 -0.88
H -5.30 0.93 -0.56
H -4.59 0.14 -1.99
H -4.35 1.88 -1.72
N 0.41 6.45 -1.63
C 0.18 5.09 -1.54
C -0.95 4.57 -0.89
C -1.07 3.20 -0.73
N -0.20 2.33 -1.22
C 0.84 2.82 -1.88
C 1.09 4.17 -2.04
H -0.41 7.04 -1.57
H 1.08 6.73 -2.33
H -1.70 5.24 -0.49
H -1.92 2.80 -0.20
H 1.50 2.10 -2.33
H 1.97 4.50 -2.56
C -4.55 -0.63 5.83
C -3.83 -1.03 4.57
C -4.24 -2.14 3.84
C -3.57 -2.45 2.66
C -4.01 -3.60 1.80
C -2.51 -1.67 2.26
C -2.03 -0.53 2.96
C -2.76 -0.26 4.15
N -0.98 0.13 2.43
C -0.57 1.39 3.05
C 0.00 1.18 4.47
C 0.41 2.52 5.09
C -0.80 3.46 5.13
C -1.27 3.73 3.70
C -0.14 4.36 2.89
C 1.02 3.37 2.85
C 1.53 3.16 4.27
C 0.59 2.03 2.26
C -1.71 2.43 3.05
H -5.29 -1.38 6.11
H -5.08 0.32 5.68
H -3.86 -0.51 6.66
H -5.08 -2.73 4.17
H -4.91 -4.07 2.20
H -3.23 -4.36 1.72
H -4.22 -3.25 0.79
H -2.02 -1.90 1.31
H -2.53 0.58 4.79
H 0.87 0.52 4.40
H -0.72 0.70 5.13
H 0.77 2.34 6.12
H -0.52 4.40 5.62
H -1.60 3.00 5.70
H -2.13 4.42 3.73
H 0.17 5.30 3.34
H -0.49 4.56 1.87
H 1.83 3.78 2.23
H 1.82 4.12 4.72
H 2.40 2.51 4.27
H 1.45 1.37 2.31
H 0.29 2.15 1.21
H -2.00 2.59 2.01
H -2.59 2.04 3.54
C 1.85 -3.99 -4.57
Ge 1.46 -2.01 -4.74
C 3.36 -1.33 -4.87
C 0.91 -1.72 -6.69
Ge -0.21 -1.13 -2.95
C -0.50 0.68 -3.89
C -1.69 1.38 -3.73
C -1.93 2.58 -4.39
C -0.96 3.11 -5.23
C 0.24 2.44 -5.38
C 0.46 1.25 -4.71
C -1.82 -2.07 -3.83
C -1.73 -3.04 -4.82
C -2.86 -3.70 -5.29
C -4.10 -3.42 -4.76
C -4.21 -2.46 -3.76
C -3.08 -1.81 -3.31
H 2.41 -4.37 -5.42
H 0.94 -4.58 -4.47
H 2.43 -4.14 -3.67
H 3.93 -1.96 -5.54
H 3.84 -1.34 -3.90
H 3.40 -0.31 -5.26
H 1.73 -2.00 -7.35
H 0.68 -0.67 -6.87
H 0.04 -2.29 -6.98
H -2.44 0.99 -3.06
H -2.87 3.09 -4.26
H -1.15 4.03 -5.77
H 1.01 2.84 -6.03
H 1.40 0.74 -4.85
H -0.77 -3.31 -5.23
H -2.75 -4.45 -6.07
H -4.98 -3.96 -5.11
H -5.18 -2.24 -3.32
H -3.15 -1.12 -2.49
*
```

Atomic partial charges in e from the Mulliken method, atoms 1 to 4:
1 Y -0.88
2 C -1.26
3 O 1.06
4 C 0.67

***

Record 2
Here is a structure of composition C63H70Ge2N2OS5TeY at a distorted geometry from the Open Molecules 2025 dataset. Energies are from wB97M-V/def2-TZVPD.

* E_LUMO: -2.688 eV
* orbital gap: 7.62 eV
* strongest force on any atom: 1.5 eV/A
* energy relative to the best compared isomer or geometry (same formula, charge and spin): 66.9 kJ/mol

```
! wB97M-V def2-TZVPD RIJCOSX def2/J DEFGRID3
* xyz 1 1
Y -0.35 -1.70 -0.31
C -3.92 1.09 5.53
C -3.55 1.85 4.28
C -4.35 1.80 3.14
C -4.02 2.50 2.00
C -4.94 2.50 0.80
C -2.83 3.25 1.97
C -2.07 3.40 3.13
C -0.93 4.37 3.21
C -2.43 2.67 4.27
C -2.45 3.95 0.70
C -2.98 5.22 0.46
C -2.75 5.86 -0.74
C -2.01 5.24 -1.73
C -1.45 3.98 -1.53
C -1.65 3.34 -0.29
Ge -0.94 1.55 0.11
S -2.48 -0.02 0.12
S 0.52 1.44 1.85
Ge 1.95 0.25 0.58
S 1.74 -1.83 1.24
S 0.63 0.64 -1.33
C 3.86 0.63 0.22
C 4.53 -0.10 -0.80
C 5.92 0.01 -0.89
C 6.64 0.77 0.01
C 5.98 1.47 1.00
C 4.59 1.42 1.12
C 4.00 2.24 2.22
C 3.60 3.55 1.96
C 3.53 4.08 0.55
C 3.27 4.38 3.03
C 3.33 3.93 4.34
C 3.06 4.86 5.50
C 3.67 2.60 4.57
C 4.02 1.75 3.53
C 4.44 0.32 3.81
C 3.84 -0.92 -1.86
C 3.38 -0.31 -3.03
C 3.63 1.15 -3.30
C 2.72 -1.07 -3.99
C 2.52 -2.44 -3.82
C 1.83 -3.27 -4.89
C 3.06 -3.04 -2.69
C 3.75 -2.32 -1.72
C 4.43 -3.04 -0.59
C -0.70 3.37 -2.67
C -1.28 2.36 -3.45
C -2.65 1.79 -3.16
C -0.59 1.88 -4.57
C 0.64 2.39 -4.94
C 1.35 1.90 -6.18
C 1.20 3.39 -4.15
C 0.55 3.90 -3.03
C 1.21 5.02 -2.26
H -4.67 0.33 5.33
H -4.34 1.77 6.29
H -3.05 0.61 5.98
H -5.26 1.20 3.16
H -5.85 1.95 1.03
H -4.45 2.05 -0.07
H -5.22 3.52 0.52
H -0.48 4.57 2.24
H -0.15 4.00 3.87
H -1.29 5.33 3.62
H -1.83 2.77 5.17
H -3.58 5.69 1.23
H -3.17 6.84 -0.92
H -1.86 5.72 -2.69
H 6.43 -0.53 -1.69
H 7.72 0.82 -0.07
H 6.54 2.08 1.70
H 4.43 3.84 -0.02
H 3.41 5.17 0.55
H 2.67 3.65 0.00
H 2.98 5.41 2.83
H 2.58 5.78 5.16
H 4.00 5.13 5.99
H 2.43 4.39 6.25
H 3.70 2.22 5.59
H 4.24 0.06 4.85
H 5.50 0.17 3.62
H 3.90 -0.38 3.17
H 3.77 1.73 -2.38
H 2.80 1.59 -3.85
H 4.54 1.27 -3.90
H 2.36 -0.59 -4.89
H 1.46 -2.64 -5.69
H 1.00 -3.84 -4.48
H 2.53 -3.98 -5.32
H 2.97 -4.12 -2.57
H 3.96 -4.01 -0.41
H 4.42 -2.47 0.33
H 5.48 -3.23 -0.86
H -3.18 2.35 -2.39
H -2.57 0.75 -2.82
H -3.25 1.79 -4.07
H -1.05 1.10 -5.17
H 0.95 0.94 -6.52
H 2.42 1.79 -6.00
H 1.22 2.62 -6.99
H 2.18 3.80 -4.42
H 2.29 4.98 -2.38
H 0.97 4.97 -1.19
H 0.86 5.99 -2.63
C -6.43 -0.44 -1.03
C -5.82 -1.80 -1.02
C -6.43 -2.94 -0.59
C -5.72 -4.14 -0.67
N -4.46 -4.19 -1.12
C -3.84 -3.07 -1.50
S -2.27 -3.07 -2.17
N -4.55 -1.91 -1.49
C -6.34 -5.43 -0.23
H -7.35 -0.43 -0.45
H -6.66 -0.14 -2.06
H -5.73 0.28 -0.62
H -7.44 -2.91 -0.21
H -4.05 -1.07 -1.76
H -7.41 -5.44 -0.43
H -6.20 -5.54 0.85
H -5.86 -6.26 -0.73
C -1.49 -6.20 -0.36
Te -0.64 -4.63 0.85
C 1.12 -5.85 0.65
C 0.60 -7.26 0.50
C 1.37 -8.37 0.82
C 0.85 -9.64 0.66
C -0.44 -9.82 0.18
C -1.21 -8.71 -0.14
C -0.70 -7.42 0.01
H -1.36 -5.92 -1.40
H -2.55 -6.29 -0.16
H 1.76 -5.72 1.52
H 1.67 -5.53 -0.24
H 2.38 -8.23 1.20
H 1.46 -10.50 0.91
H -0.85 -10.81 0.06
H -2.22 -8.84 -0.52
C -0.88 -1.88 3.51
O -1.39 -1.83 2.16
H -1.54 -2.47 4.14
H -0.77 -0.87 3.90
H 0.10 -2.34 3.47
H -2.20 -1.33 2.16
*
```

Atomic partial charges in e from the Mulliken method, atoms 1 to 4:
1 Y -0.09
2 C -1.63
3 C 0.48
4 C -0.97

***

Record 3
Here is a structure of composition C63H71AsCoN7O9P4S2 at a distorted geometry from the Open Molecules 2025 dataset. Energies are from wB97M-V/def2-TZVPD.

* E_LUMO (alpha / beta): 2.117 / 2.116 eV
* orbital gap (alpha / beta): 6.39 / 6.37 eV
* strongest force on any atom: 1.5 eV/A

```
! wB97M-V def2-TZVPD RIJCOSX def2/J DEFGRID3
* xyz -1 4
Co 0.11 0.98 0.87
O 2.08 2.35 3.27
P 0.55 2.26 3.78
O 0.26 3.32 4.75
O -0.34 2.14 2.55
O 0.54 0.82 4.53
P 0.73 -0.61 3.78
O -0.45 -1.44 4.51
O 2.03 -1.23 4.11
O 0.35 -0.48 2.32
H 2.62 2.55 4.05
H -1.29 -1.00 4.34
S 1.91 -1.81 -0.27
C 0.25 -0.24 -2.57
N 0.65 -0.99 -3.48
N 1.96 -1.44 -3.61
C 2.22 -2.47 -4.47
C 3.44 -3.15 -4.38
C 3.80 -4.09 -5.33
C 2.94 -4.39 -6.38
C 1.72 -3.74 -6.46
C 1.35 -2.80 -5.52
N -0.18 0.74 -2.02
N -0.88 1.13 -0.92
C -1.76 2.15 -1.19
C -2.15 2.46 -2.51
C -3.10 3.44 -2.75
C -3.70 4.13 -1.71
C -3.31 3.84 -0.41
C -2.36 2.87 -0.15
H 2.53 -1.38 -2.78
H 4.12 -2.91 -3.56
H 4.75 -4.60 -5.25
H 3.23 -5.11 -7.13
H 1.04 -3.97 -7.27
H 0.39 -2.30 -5.56
H -1.70 1.92 -3.33
H -3.38 3.66 -3.78
H -4.45 4.88 -1.91
H -3.75 4.38 0.42
H -2.06 2.66 0.87
O 0.61 3.15 0.09
S 0.22 4.29 0.97
C 1.81 5.02 1.45
C 2.97 4.47 0.94
C 4.20 4.93 1.37
C 4.26 5.95 2.31
C 3.09 6.49 2.83
C 1.86 6.02 2.41
C -0.19 5.58 -0.25
C -0.81 6.74 0.19
C -1.32 7.65 -0.73
C -1.24 7.38 -2.09
C -0.62 6.21 -2.52
C -0.10 5.31 -1.61
H 2.88 3.64 0.24
H 5.11 4.50 0.98
H 5.22 6.30 2.67
H 3.15 7.28 3.57
H 0.94 6.39 2.86
H -0.89 6.92 1.26
H -1.82 8.54 -0.38
H -1.66 8.07 -2.80
H -0.58 5.99 -3.58
H 0.35 4.38 -1.92
O 2.30 1.00 0.63
P 3.62 0.53 0.20
N 4.80 0.62 1.36
C 4.48 0.25 2.74
C 5.63 -0.66 3.13
C 6.83 0.04 2.49
C 6.25 0.67 1.20
N 4.19 1.46 -1.06
C 3.20 2.08 -1.96
C 3.62 1.61 -3.35
C 5.14 1.67 -3.25
C 5.40 1.14 -1.83
N 3.47 -1.10 -0.34
C 2.09 -2.83 1.21
C 3.47 -3.50 1.28
C 4.21 -3.46 -0.05
C 4.59 -2.03 -0.44
H 3.50 -0.20 2.84
H 4.51 1.16 3.36
H 5.49 -1.65 2.70
H 5.73 -0.78 4.21
H 7.66 -0.63 2.27
H 7.19 0.82 3.15
H 6.58 0.13 0.31
H 6.58 1.71 1.10
H 3.31 3.17 -1.90
H 2.19 1.81 -1.68
H 3.22 2.25 -4.14
H 3.29 0.58 -3.53
H 5.48 2.70 -3.34
H 5.66 1.07 -4.00
H 6.28 1.63 -1.38
H 5.59 0.06 -1.85
H 1.29 -3.57 1.11
H 1.90 -2.22 2.08
H 3.36 -4.54 1.59
H 4.07 -2.99 2.04
H 3.58 -3.88 -0.84
H 5.13 -4.05 0.01
H 4.99 -2.04 -1.47
H 5.39 -1.68 0.22
C -2.83 -2.51 1.58
C -3.44 -2.34 2.96
As -5.04 -3.47 3.33
C -6.18 -2.82 1.87
C -7.15 -1.88 2.20
C -7.97 -1.32 1.24
C -7.83 -1.70 -0.09
C -6.88 -2.64 -0.44
C -6.06 -3.20 0.53
C -4.46 -5.17 2.54
C -5.39 -6.00 1.91
C -5.00 -7.22 1.39
C -3.69 -7.65 1.50
C -2.77 -6.85 2.17
C -3.15 -5.63 2.69
P -2.04 -0.99 0.73
C -2.21 -1.70 -0.96
C -2.85 -1.11 -2.05
C -2.86 -1.74 -3.28
C -2.23 -2.96 -3.47
C -1.53 -3.53 -2.41
C -1.53 -2.90 -1.17
C -3.47 0.12 1.03
C -4.65 0.25 0.30
C -5.62 1.15 0.71
C -5.48 1.88 1.88
C -4.33 1.73 2.64
C -3.33 0.88 2.20
H -3.60 -2.83 0.87
H -2.05 -3.28 1.60
H -3.79 -1.32 3.12
H -2.71 -2.55 3.74
H -7.25 -1.58 3.24
H -8.71 -0.58 1.51
H -8.46 -1.26 -0.85
H -6.76 -2.94 -1.47
H -5.34 -3.96 0.24
H -6.42 -5.67 1.83
H -5.73 -7.84 0.88
H -3.38 -8.60 1.08
H -1.74 -7.18 2.28
H -2.43 -5.02 3.22
H -3.31 -0.14 -1.94
H -3.37 -1.27 -4.11
H -2.24 -3.44 -4.43
H -1.00 -4.46 -2.55
H -0.95 -3.33 -0.36
H -4.81 -0.35 -0.58
H -6.52 1.26 0.11
H -6.26 2.55 2.20
H -4.19 2.29 3.55
H -2.40 0.80 2.76
*
```

Atomic partial charges in e from the Mulliken method, atoms 1 to 4:
1 Co 1.96
2 O -0.35
3 P 0.40
4 O -0.95

***

Number 1: E -8005.5969 a.u.. Number 2: E -9078.7522 a.u.. Number 3: E -9284.4734 a.u..